{
  "formula": "C29H49BrN5O7P2Sr",
  "method": "ωB97M-V with the def2-TZVPD basis set",
  "species": ["Sr", "C", "C", "O", "C", "C", "O", "C", "C", "O", "C", "C", "O", "H", "H", "H", "H", "H", "H", "H", "H", "H", "H", "H", "H", "H", "H", "H", "H", "C", "N", "C", "P", "O", "O", "P", "O", "N", "C", "C", "N", "C", "C", "N", "C", "C", "H", "H", "H", "H", "H", "H", "H", "H", "H", "H", "H", "H", "H", "H", "H", "H", "H", "H", "H", "H", "H", "H", "H", "H", "Br", "C", "C", "C", "C", "C", "C", "H", "H", "H", "H", "N", "C", "C", "C", "C", "C", "C", "C", "H", "H", "H", "H", "H"],
  "coordinates": [[-0.165938, -0.222255, 0.714889], [-0.035062, -1.255605, -3.208917], [-1.542548, -1.234761, -3.071969], [-2.062683, -0.007887, -2.585250], [-1.930324, 1.071528, -3.490347], [-2.534001, 2.315842, -2.866587], [-2.013185, 2.615145, -1.585969], [-0.896848, 3.478977, -1.516296], [0.363434, 2.944229, -2.164253], [0.583377, 1.606690, -1.763969], [1.692429, 1.044231, -2.435964], [1.831747, -0.401588, -1.999557], [0.588473, -1.097455, -1.939453], [0.296203, -0.477691, -3.897027], [0.261333, -2.217095, -3.643813], [-1.848060, -1.990819, -2.352572], [-1.981022, -1.473703, -4.049673], [-2.469736, 0.854212, -4.422615], [-0.881338, 1.237737, -3.741521], [-3.604050, 2.155556, -2.722223], [-2.409473, 3.161586, -3.553050], [-0.723308, 3.635813, -0.450348], [-1.129016, 4.452024, -1.966711], [1.206010, 3.581251, -1.867816], [0.288984, 2.990791, -3.259262], [2.619108, 1.569597, -2.174877], [1.552485, 1.151031, -3.519906], [2.233149, -0.421553, -0.989239], [2.542250, -0.919179, -2.653808], [-2.506595, 0.303006, 2.927438], [-2.524605, -0.167340, 1.537901], [-2.702437, 0.883623, 0.522537], [-2.736803, -1.734012, 1.025856], [-1.773439, -2.059848, -0.049022], [-2.446922, -2.616900, 2.344152], [-0.990597, -2.772540, 3.070219], [-0.121687, -1.629366, 2.687254], [-1.319178, -2.762267, 4.662773], [-2.093617, -3.841261, 5.267492], [-0.549482, -1.940919, 5.596028], [-0.544165, -4.289211, 2.650504], [-0.660833, -4.782141, 1.277122], [0.654047, -4.781589, 3.338348], [-4.296885, -1.947289, 0.628014], [-5.340590, -1.544834, 1.566978], [-4.669983, -3.035206, -0.277754], [-3.280007, 1.060678, 3.067110], [-1.536830, 0.742172, 3.181582], [-2.700587, -0.519455, 3.611479], [-3.698585, 1.325515, 0.574694], [-2.548757, 0.494215, -0.488293], [-1.980930, 1.699085, 0.669724], [-2.730699, -4.315370, 4.524028], [-2.727072, -3.429556, 6.053784], [-1.443788, -4.603105, 5.707862], [-0.002879, -1.173891, 5.054015], [0.161018, -2.553193, 6.158763], [-1.228000, -1.463289, 6.304398], [-1.607267, -4.479280, 0.840763], [-0.623564, -5.871147, 1.304695], [0.148403, -4.410823, 0.641935], [0.660927, -4.449342, 4.376280], [1.570045, -4.430452, 2.853929], [0.641578, -5.871127, 3.328303], [-5.031122, -0.659873, 2.121238], [-5.575265, -2.342626, 2.277152], [-6.242213, -1.297004, 1.007569], [-3.847716, -3.243515, -0.957911], [-5.535832, -2.724551, -0.862144], [-4.925636, -3.944913, 0.272613], [4.461368, 4.092210, 4.359265], [3.360317, 3.031207, 3.232349], [3.239900, 1.674135, 3.472072], [2.425646, 0.915337, 2.634601], [1.709889, 1.432609, 1.536472], [1.868393, 2.820129, 1.378540], [2.673782, 3.620053, 2.186448], [3.762800, 1.225411, 4.309144], [2.337815, -0.141767, 2.884636], [1.354814, 3.331581, 0.564311], [2.764342, 4.684480, 2.009916], [2.133828, -1.932444, 0.736530], [3.126475, -2.317850, 1.166227], [4.355216, -2.773366, 1.752578], [4.716061, -4.116862, 1.670818], [5.896686, -4.534936, 2.259737], [6.706933, -3.618907, 2.918404], [6.345367, -2.280062, 2.990263], [5.167088, -1.846842, 2.406549], [4.078188, -4.817635, 1.148466], [6.188203, -5.574667, 2.201594], [7.630057, -3.950902, 3.374519], [6.984499, -1.570482, 3.497624], [4.872422, -0.806093, 2.442763]],
  "forces_ev_per_a": [[2.556, 0.196, -1.484], [-0.010, -0.130, 0.039], [-0.007, -0.002, -0.003], [0.018, 0.001, 0.006], [0.002, 0.000, -0.004], [0.005, -0.006, 0.006], [-0.010, 0.016, -0.014], [-0.002, 0.002, -0.008], [-0.007, -0.011, -0.022], [0.007, 0.082, 0.107], [-0.023, -0.008, 0.029], [0.018, 0.006, -0.003], [0.017, 0.326, 0.061], [0.024, 0.015, -0.016], [-0.003, -0.006, 0.018], [-0.006, 0.003, -0.011], [0.004, 0.013, -0.004], [-0.002, -0.001, 0.003], [0.002, 0.005, 0.001], [-0.002, -0.001, -0.004], [0.003, -0.002, 0.001], [0.003, -0.008, 0.004], [0.002, 0.005, 0.008], [-0.002, 0.006, -0.012], [-0.003, -0.005, -0.003], [-0.011, 0.011, 0.002], [-0.009, -0.023, -0.008], [0.015, -0.012, 0.007], [-0.021, -0.002, -0.009], [-0.244, -0.021, -0.028], [-0.585, -0.076, 0.345], [-0.294, 0.053, 0.016], [-0.473, -0.031, 0.235], [-0.255, -0.085, 0.010], [-0.018, 0.005, 0.015], [-0.186, 0.124, 0.115], [-0.170, -0.195, 0.165], [0.152, -0.095, -0.006], [-0.020, 0.029, 0.002], [-0.041, 0.025, -0.005], [-0.002, -0.002, 0.025], [0.011, 0.016, 0.003], [-0.021, -0.019, 0.008], [0.039, -0.137, -0.016], [0.004, 0.003, -0.021], [0.002, 0.020, -0.007], [0.005, 0.004, 0.010], [-0.006, 0.031, -0.020], [0.038, 0.014, 0.024], [0.009, 0.030, -0.013], [-0.074, -0.053, 0.098], [-0.088, -0.091, 0.157], [0.007, -0.005, -0.001], [-0.005, -0.002, 0.000], [0.000, 0.005, 0.005], [0.004, -0.004, -0.001], [-0.004, -0.001, -0.001], [0.001, 0.005, 0.001], [0.001, 0.000, -0.001], [0.005, -0.001, -0.002], [-0.001, 0.004, 0.000], [0.009, 0.006, -0.012], [0.003, -0.004, -0.006], [0.001, -0.004, 0.006], [0.001, -0.002, 0.005], [-0.003, 0.000, -0.002], [-0.001, 0.005, 0.001], [0.000, -0.003, 0.004], [0.000, -0.001, -0.002], [-0.001, 0.002, 0.000], [0.007, 0.004, 0.002], [-0.003, -0.011, -0.007], [0.031, -0.005, 0.015], [-0.039, 0.035, 0.022], [-0.258, 0.070, 0.314], [0.109, -0.019, -0.161], [0.003, -0.005, -0.020], [-0.002, -0.003, -0.013], [0.012, -0.055, -0.008], [-0.016, -0.005, 0.017], [-0.001, 0.003, 0.001], [-0.173, -0.081, 0.004], [-0.033, -0.029, 0.054], [0.032, 0.079, -0.019], [-0.016, -0.002, 0.019], [0.002, -0.004, -0.007], [0.000, 0.006, 0.002], [0.008, -0.004, -0.007], [-0.001, -0.008, -0.023], [0.001, -0.001, -0.001], [0.002, 0.000, 0.000], [-0.001, 0.000, 0.002], [-0.002, 0.001, 0.002], [-0.020, 0.017, 0.023]],
  "gap_ev": 7.602,
  "charge": 1,
  "total_energy_ha": -5222.32564,
  "e_above_lowest_kcal_mol": 0.00,
  "homo_energy_ev": -9.3
}

=====

{
  "formula": "C8H14O2",
  "method": "ωB97M-V with the def2-TZVPD basis set",
  "species": ["C", "C", "C", "O", "C", "C", "C", "O", "C", "C", "H", "H", "H", "H", "H", "H", "H", "H", "H", "H", "H", "H", "H", "H"],
  "coordinates": [[-0.311095, 0.445367, -2.420391], [0.972359, 0.185215, -1.677313], [1.236472, 0.584506, -0.263675], [1.633655, 1.931654, -0.135632], [1.438741, -0.300698, 0.757640], [0.573956, -1.487358, 0.608206], [-0.697312, -1.209650, 0.404667], [-1.707520, -2.171810, 0.173172], [-1.370243, 0.044271, 0.849559], [-0.720655, 0.804027, 2.150846], [-0.137295, 0.019234, -3.391495], [-0.570236, 1.467477, -2.532009], [-1.219727, -0.109209, -1.993286], [1.772981, 0.752145, -2.267163], [1.439633, -0.851418, -2.048981], [1.564078, 2.059560, 0.831718], [1.929440, 0.002769, 1.627179], [0.942835, -2.510863, 0.433697], [-1.278487, -3.026226, 0.280609], [-1.514731, 0.763412, 0.050626], [-2.341071, -0.365060, 1.290604], [0.029321, 1.586437, 1.776712], [-0.287283, 0.029833, 2.825459], [-1.377813, 1.356385, 2.669252]],
  "forces_ev_per_a": [[-1.441, -1.906, 0.845], [2.933, -0.682, -2.522], [2.077, -0.447, 0.794], [-0.773, -1.284, 0.658], [-1.381, 0.448, -3.060], [1.263, -0.787, -0.431], [-2.061, -0.869, 1.364], [1.300, 0.506, -0.091], [-0.923, 0.707, 2.876], [2.991, -1.945, -3.654], [-0.245, -0.003, -0.669], [-0.149, 1.057, 0.048], [1.297, 0.718, -0.481], [-0.966, 0.087, 0.837], [-1.537, 1.575, 1.820], [0.344, 0.412, -0.689], [0.707, 0.181, 1.372], [0.013, 0.433, 0.330], [-0.093, -0.256, -0.254], [-0.410, 0.050, 0.009], [0.828, 0.937, -1.100], [-0.800, -1.398, 0.868], [-0.004, 0.777, -0.565], [-2.969, 1.691, 1.697]],
  "gap_ev": 9.185,
  "smiles": "CC/C(O)=C\\C=C(\\O)CC",
  "total_energy_ha": -463.59178,
  "e_above_lowest_kcal_mol": 71.58,
  "homo_energy_ev": -8.3
}